{
  "formula": "C24H43Cl2F3N3O4ScSi",
  "method": "wB97M-V/def2-TZVPD",
  "species": ["C", "C", "H", "H", "H", "C", "C", "H", "H", "H", "H", "Sc", "Cl", "C", "O", "N", "C", "C", "H", "H", "H", "H", "H", "H", "H", "H", "H", "C", "C", "N", "H", "C", "O", "H", "H", "H", "H", "H", "H", "C", "C", "N", "H", "C", "O", "H", "H", "H", "H", "O", "C", "C", "C", "H", "C", "H", "C", "H", "C", "C", "H", "H", "H", "Si", "Cl", "C", "C", "C", "H", "H", "H", "H", "H", "H", "H", "H", "H", "F", "C", "F", "F"],
  "positions_angstrom": [[-2.4010, -2.0970, -1.9417], [-1.4353, -2.9709, -1.2550], [-2.1110, -1.9237, -2.9808], [-2.5343, -1.1393, -1.4296], [-3.3578, -2.6338, -1.9125], [-1.3113, -4.2556, -1.7065], [-1.8274, -4.8537, -2.9939], [-0.8571, -4.9621, -1.0045], [-1.7354, -4.2006, -3.8779], [-2.8776, -5.1934, -2.9915], [-1.1980, -5.7201, -3.2396], [-1.3000, 0.5560, 0.4710], [-3.5626, 0.1434, 0.6593], [0.4386, 0.6165, 3.2052], [0.1069, 0.5363, 2.0061], [1.5763, 1.1772, 3.5450], [2.4381, 1.8935, 2.5998], [1.9841, 1.2164, 4.9357], [-0.2452, 0.2393, 4.0044], [1.9508, 2.8078, 2.2409], [2.7228, 1.2389, 1.7751], [3.3387, 2.1838, 3.1476], [1.2422, 1.7396, 5.5510], [2.9280, 1.7338, 5.0105], [2.1354, 0.1988, 5.3259], [0.3162, 4.9292, 1.5405], [-2.5201, 6.3986, 2.0420], [-0.2055, 5.2104, 0.6151], [-2.4794, 6.1437, 0.9766], [-1.6389, 4.9773, 0.7106], [0.2256, 4.6483, -0.2215], [-2.0735, 3.7195, 0.7791], [-1.2886, 2.7445, 0.6099], [-3.4928, 5.9675, 0.6233], [-3.1453, 3.5959, 0.9931], [-0.0555, 6.2796, 0.4422], [-2.0522, 7.0012, 0.4527], [-2.7287, 3.7154, -4.1988], [-1.5693, 0.0449, -4.4058], [-1.6784, 3.3821, -4.2459], [-0.9801, 0.9698, -4.4632], [-1.6046, 2.0446, -3.6732], [-1.0663, 4.0820, -3.6464], [-1.8912, 1.9413, -2.3663], [-1.4251, 1.0342, -1.6141], [0.0557, 0.7797, -4.1466], [-2.5443, 2.7595, -1.9896], [-1.3146, 3.3549, -5.2826], [-0.9805, 1.3030, -5.5064], [-0.5820, -1.0300, 0.0054], [-0.7407, -2.4283, 0.0468], [1.2632, -4.0689, -0.4018], [0.3796, -3.4337, 0.4865], [1.2652, -3.8843, -1.4625], [2.2354, -4.9912, -0.0380], [-1.4919, -2.4725, 0.8452], [0.4144, -3.9282, 1.8023], [2.8665, -5.4342, -0.8010], [2.3221, -5.4075, 1.2684], [1.3962, -4.8784, 2.1891], [-0.3171, -3.5095, 2.5108], [3.0430, -6.1966, 1.5474], [1.3495, -5.2712, 3.2116], [2.3958, -1.2714, -0.9942], [1.6427, -2.1499, -2.7426], [4.0702, -2.0017, -1.0199], [2.4027, -1.4020, 0.9794], [1.9739, 0.5587, -1.1936], [4.4723, -1.9904, 0.0036], [4.5766, -1.3087, -1.7067], [3.9924, -3.0300, -1.3995], [0.9999, 0.8892, -1.6098], [2.7676, 0.9193, -1.8528], [2.0998, 1.1266, -0.2787], [2.4982, -2.4697, 1.2087], [1.5729, -0.9904, 1.5715], [3.3661, -0.9320, 1.3244], [-3.6151, 2.4233, 2.8966], [-2.4441, 1.7299, 2.9875], [-1.5274, 2.6551, 3.4563], [-2.6184, 0.8206, 3.9907]],
  "forces_ev_per_angstrom": [[-0.5334, 0.6943, -0.0774], [0.8314, -1.8338, 0.0182], [-0.1016, 0.0610, -0.0784], [-0.0167, -0.3224, -0.3236], [-0.0227, 0.3636, -0.2973], [-0.1112, 1.0844, 1.3306], [0.0773, 0.0079, -0.3904], [0.1641, 0.1325, -0.6232], [-0.0281, 0.1513, 0.4817], [0.2845, 0.1043, 0.2815], [-0.2796, 0.0379, 0.1283], [-1.6366, 2.6067, 2.2304], [-1.0451, -0.5314, -0.5713], [-1.0718, -0.0225, -1.1051], [0.6532, 0.2718, 1.0644], [0.8842, 0.4819, 0.5849], [-0.1201, -0.1691, 0.0298], [-0.4290, -0.4736, 0.7319], [0.6762, 0.2180, -0.4408], [-0.0290, -0.2848, -0.1055], [-0.1419, 0.1879, -0.0040], [-0.1568, -0.0800, -0.2585], [0.1600, -0.1247, -0.0698], [0.1238, 0.1262, 0.0928], [-0.1115, 0.3084, -0.0465], [-0.1878, -0.0293, -0.2113], [0.0632, -0.1674, -0.1070], [0.2807, 0.1603, -0.1084], [-0.0409, -0.1427, 0.2104], [0.2636, 0.1631, 0.1776], [-0.1111, 0.0508, 0.2460], [0.9569, -1.2073, -0.2599], [-0.9309, 2.1085, -0.3811], [-0.0055, -0.0159, -0.0024], [0.2722, -0.1940, -0.1126], [0.0730, -0.2177, 0.0072], [-0.1847, -0.1458, -0.0683], [0.4162, 0.1202, -0.3167], [0.2297, 0.3012, 0.2333], [-0.4636, 0.4361, 0.2048], [0.1478, 0.0520, 0.1889], [0.0149, -0.4523, 0.4185], [-0.1871, -0.2342, -0.4986], [1.2045, -1.2964, 0.8064], [-1.0684, 1.8128, -2.2317], [-0.3242, -0.0493, -0.0321], [0.4378, -0.4217, 0.0368], [-0.2681, 0.1170, 0.4653], [0.0434, -0.1308, 0.2595], [2.2354, -3.0342, -1.4042], [-1.5562, -1.2141, 0.0182], [0.3149, 0.1120, -0.5005], [-0.0068, -0.3012, 0.0417], [-0.5083, 0.0999, 0.3514], [-0.4158, 0.0837, 0.0560], [-0.1132, -0.8868, 0.0439], [0.6159, 0.2025, -0.2096], [-0.0053, 0.1138, 0.0160], [-0.3088, -0.2338, 1.1314], [-0.6663, 0.0197, -0.0070], [0.4663, -0.4206, -0.1366], [-0.4757, 0.6133, 0.0520], [0.1939, 0.2341, -0.3800], [-0.8058, 0.8897, 2.8505], [-0.4316, 0.7166, -0.4042], [0.6449, 0.3297, -0.6371], [-0.4512, -0.2781, 0.0130], [0.4162, 0.3507, -0.8719], [0.2012, 0.0013, -0.7561], [0.7823, -0.6749, 0.0319], [0.3577, 0.4546, -0.0799], [0.5497, -0.7457, -0.0005], [-0.0736, 0.4194, -0.3423], [0.0645, -0.2064, 0.4148], [0.1860, 0.3022, 0.1977], [0.3111, -0.2569, -0.5219], [-0.7920, -0.1189, -0.5624], [-0.7723, 0.6736, 0.7595], [1.2767, -2.0323, -3.4407], [0.3840, 1.0407, 1.3879], [-0.2694, 0.1329, 1.3818]],
  "total_charge": 0,
  "orbital_gap_ev": 5.749,
  "e_above_lowest_ev": 4.418
}